(1)
# C22H28ClN3O3

A 2-piece molecular cluster, C22H28ClN3O3 overall at a distorted geometry (ωB97M-V with the def2-TZVPD basis set, the Open Molecules 2025 dataset).

Computed properties:
SMILES string ... C[C@@H](Cl)Cc1cnc2ccc(-c3ccncc3)cc2n1.COCCOCCOC
LUMO ... -0.62 eV
Energy relative to the best compared isomer or geometry (same formula, charge and spin) ... 6.578 eV
DFT total energy ... -1705.10754 Eh
Net charge ... 0
Orbital gap ... 0.307 Ha

Last column: natural (NBO) charge in e.
Atoms and positions in Å:
C -2.763 7.462 -2.468  -0.641
C -3.852 6.373 -2.923  -0.183
Cl -4.263 6.492 -4.704  -0.074
C -3.545 4.916 -2.423  -0.457
C -2.275 4.237 -3.093  0.178
C -1.365 4.918 -4.072  0.001
N -0.249 4.402 -4.674  -0.348
C -0.054 3.112 -4.185  0.083
C 1.175 2.372 -4.698  -0.192
C 1.516 1.017 -4.253  -0.200
C 0.632 0.276 -3.245  -0.059
C 1.049 -1.130 -2.774  -0.011
C 1.710 -1.404 -1.447  -0.247
C 2.076 -2.806 -1.189  0.029
N 1.888 -3.930 -1.940  -0.421
C 1.288 -3.723 -3.159  0.026
C 0.884 -2.374 -3.580  -0.258
C -0.549 0.980 -2.773  -0.212
C -0.905 2.381 -3.225  0.202
N -2.042 2.955 -2.670  -0.401
H -2.132 7.793 -3.342  0.227
H -3.312 8.358 -2.071  0.225
H -2.114 7.073 -1.624  0.223
H -4.799 6.694 -2.388  0.226
H -4.448 4.248 -2.495  0.249
H -3.289 4.967 -1.318  0.240
H -1.623 5.979 -4.352  0.211
H 1.856 2.883 -5.427  0.235
H 2.435 0.488 -4.608  0.231
H 1.907 -0.565 -0.725  0.238
H 2.602 -2.976 -0.203  0.204
H 1.143 -4.618 -3.828  0.211
H 0.390 -2.273 -4.588  0.223
H -1.241 0.481 -2.034  0.239
C -0.305 -5.871 4.353  -0.252
O 0.687 -4.958 4.789  -0.548
C 1.865 -4.960 3.998  -0.092
C 2.330 -3.545 3.674  -0.081
O 1.470 -2.795 2.819  -0.544
C 0.198 -2.408 3.335  -0.082
C 0.232 -1.422 4.497  -0.093
O 0.727 -2.035 5.680  -0.548
C 1.634 -1.232 6.410  -0.252
H -0.145 -6.845 4.824  0.172
H -1.278 -5.484 4.663  0.188
H -0.317 -5.976 3.264  0.170
H 1.721 -5.513 3.064  0.174
H 2.646 -5.466 4.577  0.177
H 3.275 -3.630 3.130  0.185
H 2.562 -2.982 4.578  0.181
H -0.405 -3.284 3.571  0.185
H -0.310 -1.912 2.502  0.186
H -0.787 -1.078 4.707  0.177
H 0.840 -0.555 4.212  0.171
H 2.278 -0.638 5.756  0.166
H 2.268 -1.895 7.000  0.190
H 1.083 -0.575 7.091  0.171

---

(2)
# C22H28ClN3O3

One molecule with the formula C22H28ClN3O3 at a distorted geometry (ωB97M-V with the def2-TZVPD basis set, the Open Molecules 2025 dataset).

Computed properties:
SMILES string ... Cc1oc(-c2ccc(Cl)cc2)nc1CN1CCC(C(=O)NC[C@@H]2CCCO2)CC1
LUMO ... 0.55 eV
Energy relative to the best compared isomer or geometry (same formula, charge and spin) ... 0.299 eV
DFT total energy ... -1705.33831 Eh
Net charge ... 0
Orbital gap ... 0.313 Ha

Last column: natural (NBO) charge in e.
Atoms and positions in Å:
C 2.646 -3.402 -1.107  -0.670
C 3.210 -2.223 -0.411  0.274
C 2.710 -1.407 0.568  0.060
N 3.639 -0.450 0.852  -0.461
C 4.652 -0.696 0.069  0.452
C 5.885 0.053 0.003  -0.040
C 6.898 -0.311 -0.884  -0.199
C 8.072 0.414 -0.938  -0.221
C 8.235 1.509 -0.102  -0.039
C 7.237 1.884 0.787  -0.229
C 6.066 1.157 0.838  -0.182
H 5.274 1.425 1.517  0.240
H 7.383 2.738 1.430  0.229
Cl 9.703 2.418 -0.167  0.008
H 8.858 0.137 -1.623  0.227
H 6.758 -1.164 -1.530  0.228
O 4.448 -1.768 -0.729  -0.406
C 1.394 -1.467 1.269  -0.251
N 0.318 -1.708 0.321  -0.449
C 0.102 -0.618 -0.614  -0.239
C -0.585 0.607 0.003  -0.410
H -0.793 1.326 -0.791  0.224
H 0.084 1.082 0.724  0.203
C -1.890 0.225 0.707  -0.309
C -2.987 -0.137 -0.294  0.691
O -2.797 -0.367 -1.471  -0.646
N -4.215 -0.204 0.269  -0.626
H -4.361 0.132 1.208  0.402
C -5.417 -0.433 -0.493  -0.241
H -6.044 -1.155 0.038  0.201
C -6.206 0.871 -0.689  0.092
H -7.155 0.629 -1.190  0.177
C -5.421 1.938 -1.478  -0.447
H -6.054 2.376 -2.249  0.212
C -5.068 2.983 -0.419  -0.427
H -4.116 2.741 0.056  0.200
C -6.215 2.806 0.574  -0.064
H -7.104 3.357 0.235  0.160
O -6.485 1.420 0.597  -0.542
H -5.974 3.115 1.593  0.189
H -5.017 3.993 -0.818  0.218
H -4.541 1.511 -1.952  0.238
H -5.125 -0.840 -1.463  0.235
C -1.641 -0.947 1.669  -0.414
C -0.935 -2.094 0.934  -0.217
H -0.748 -2.921 1.625  0.199
H -1.586 -2.458 0.133  0.201
H -2.582 -1.308 2.088  0.212
H -1.013 -0.604 2.495  0.205
H -2.249 1.087 1.285  0.214
H 1.067 -0.325 -1.032  0.206
H -0.525 -1.001 -1.422  0.226
H 1.405 -2.304 1.976  0.210
H 1.289 -0.537 1.847  0.187
H 2.821 -3.325 -2.179  0.226
H 3.117 -4.319 -0.752  0.222
H 1.579 -3.441 -0.909  0.260